1.
The following is a quantum chemistry calculation of a cluster of 14 separate species, C56H80N14 in total in a non-equilibrium geometry, from the Open Molecules 2025 dataset.

Last column: Mulliken charge in e.
Geometry (Å):
N  4.802  16.375  4.606  -0.44
N  -1.945  29.497  -4.704  -0.01
N  4.911  34.240  -1.212  -0.02
N  3.476  23.298  2.689  0.03
N  9.870  27.847  3.776  -0.01
N  0.821  29.822  9.113  0.00
N  0.989  21.010  -6.703  -0.43
N  7.019  26.955  10.606  -0.44
N  -2.700  25.515  9.039  -0.04
N  10.529  19.825  -0.356  -0.01
N  9.915  19.487  5.560  -0.01
N  -1.237  13.534  1.177  -0.45
N  -3.941  21.689  2.872  -0.03
N  6.604  30.218  -5.339  -0.45
C  -5.418  20.965  1.355  -0.27
C  7.214  29.615  -4.550  0.22
C  -1.541  24.759  9.161  -0.57
C  -2.806  25.852  7.691  -0.53
C  3.114  23.929  -5.204  -1.12
C  7.934  28.819  -3.563  -0.41
C  4.004  33.354  -0.723  -0.43
C  4.172  33.199  0.654  -0.40
C  -4.990  20.791  2.650  -0.62
C  11.321  29.571  3.777  -0.39
C  0.197  30.799  9.774  -0.44
C  5.820  14.092  5.487  -0.36
C  7.154  29.119  13.353  -0.47
C  -3.278  29.110  -4.610  -0.53
C  5.621  34.711  -0.123  -0.56
C  8.358  19.739  -0.098  -0.31
C  5.877  12.900  4.460  -0.41
C  10.787  18.028  6.973  -0.38
C  -0.697  16.415  -1.053  -0.38
C  -1.110  28.563  -4.154  -0.42
C  -3.695  22.343  1.655  -0.43
C  -4.655  21.993  0.755  -0.37
C  9.085  27.257  -5.313  -1.14
C  9.192  28.079  -4.017  -0.30
C  9.439  18.942  -0.206  -0.41
C  -1.191  14.673  0.830  0.22
C  4.087  24.262  3.374  -0.58
C  2.084  30.260  8.683  -0.42
C  9.410  19.764  6.835  -0.48
C  10.037  29.197  4.026  -0.42
C  5.296  15.374  4.988  0.23
C  0.837  16.595  -1.346  -1.13
C  -1.711  25.288  7.034  -0.23
C  9.994  18.848  7.763  -0.33
C  5.818  28.502  13.770  -1.13
C  10.758  18.422  5.673  -0.51
C  2.930  23.916  1.605  -0.58
C  -1.966  27.631  -3.536  -0.38
C  3.900  25.537  2.796  -0.34
C  6.432  13.161  3.097  -1.14
C  3.269  25.324  1.561  -0.28
C  -1.061  16.085  0.410  -0.42
C  2.171  31.609  8.837  -0.46
C  11.073  27.355  3.308  -0.50
C  1.052  31.876  9.652  -0.35
C  -3.304  28.005  -3.861  -0.33
C  7.139  27.944  11.202  0.22
C  3.177  23.844  -6.744  -0.42
C  11.955  28.410  3.244  -0.36
C  10.127  21.092  -0.195  -0.63
C  1.342  22.099  -7.006  0.21
C  7.323  29.254  11.845  -0.34
C  -0.996  24.570  7.912  -0.38
C  8.743  21.046  -0.137  -0.40
C  1.867  23.386  -7.441  -0.34
C  5.244  33.991  0.986  -0.29
H  4.028  24.462  -4.942  0.31
H  0.455  28.925  8.826  0.20
H  4.246  26.509  3.116  0.38
H  -2.028  16.508  0.680  0.28
H  -0.776  30.703  10.232  0.36
H  7.986  21.815  -0.148  0.41
H  7.156  30.140  13.736  0.30
H  -4.063  29.679  -5.085  0.36
H  -0.180  23.913  7.651  0.41
H  9.822  18.771  8.826  0.38
H  -2.905  23.080  1.640  0.38
H  9.764  20.069  4.748  0.21
H  3.973  23.131  -6.955  0.26
H  -4.163  27.430  -3.547  0.38
H  8.148  26.709  -5.406  0.29
H  -1.646  30.293  -5.249  0.20
H  5.016  29.105  13.344  0.29
H  -3.616  26.428  7.269  0.39
H  -0.037  28.615  -4.269  0.37
H  9.134  29.728  4.288  0.36
H  6.468  35.378  -0.186  0.34
H  9.642  17.882  -0.246  0.37
H  3.651  32.483  1.272  0.37
H  9.895  26.540  -5.450  0.34
H  -1.231  17.327  -1.322  0.28
H  11.464  17.310  7.412  0.38
H  0.786  32.871  9.978  0.36
H  5.740  27.457  13.470  0.38
H  13.003  28.363  2.987  0.36
H  10.838  21.904  -0.247  0.39
H  -1.647  26.739  -3.018  0.37
H  2.191  23.289  -8.477  0.25
H  9.512  27.384  -3.240  0.29
H  -3.322  25.706  9.812  0.19
H  1.019  24.067  -7.365  0.29
H  3.091  26.064  0.795  0.39
H  4.851  12.536  4.405  0.28
H  3.447  24.812  -7.166  0.33
H  11.774  30.544  3.897  0.37
H  7.176  28.070  -3.336  0.23
H  3.383  32.789  -1.403  0.37
H  8.305  29.659  11.605  0.29
H  5.822  28.602  14.855  0.32
H  3.197  22.978  -4.677  0.34
H  9.989  28.793  -4.223  0.25
H  -6.254  20.496  0.856  0.38
H  7.984  29.436  -2.666  0.34
H  11.477  19.480  -0.398  0.20
H  6.483  12.058  4.793  0.30
H  11.378  18.079  4.858  0.37
H  -1.320  24.171  10.039  0.36
H  4.583  24.014  4.301  0.38
H  2.363  23.345  0.884  0.38
H  0.967  16.638  -2.428  0.34
H  8.713  20.578  6.968  0.36
H  -3.486  21.868  3.757  0.20
H  7.892  28.518  13.883  0.30
H  -4.776  22.379  -0.247  0.38
H  -1.550  25.455  5.979  0.41
H  2.220  24.396  -4.790  0.32
H  9.104  27.891  -6.200  0.33
H  9.046  27.315  4.019  0.21
H  -1.070  15.607  -1.683  0.33
H  6.543  12.245  2.517  0.35
H  1.245  17.555  -1.032  0.33
H  5.131  34.370  -2.189  0.24
H  3.368  22.332  2.965  0.21
H  6.651  29.959  11.356  0.27
H  6.781  14.309  5.954  0.29
H  5.197  13.805  6.334  0.29
H  11.160  26.287  3.167  0.37
H  -5.441  20.176  3.416  0.37
H  5.817  13.879  2.555  0.34
H  2.744  29.530  8.238  0.38
H  5.700  34.028  1.964  0.37
H  2.957  32.301  8.573  0.38
H  7.361  19.328  -0.026  0.39
H  -0.299  16.446  1.102  0.27
H  7.420  13.582  3.284  0.28
H  1.430  15.746  -1.007  0.33

- energy (Eh) = -2948.14401

***

2.
The following is a quantum chemistry calculation of a structure of composition C31H43FeO6P2Si in a non-equilibrium geometry, from the Open Molecules 2025 dataset.

Last column: Löwdin spin population.
Geometry (Å):
Fe  0.593  1.036  0.304  3.95
P  -0.988  -1.025  0.177  0.05
P  2.873  0.052  -0.813  0.01
Si  -0.123  4.377  1.411  0.06
O  4.176  -0.190  -1.437  0.00
O  1.592  0.159  -1.858  0.03
O  -1.345  0.715  4.039  0.02
O  2.680  1.240  0.120  0.07
O  2.193  -1.228  -0.064  0.01
O  -0.196  0.567  2.141  0.12
C  -2.619  -2.597  -1.551  0.00
C  -1.587  -4.127  2.803  0.00
C  -1.260  -2.011  1.695  0.01
C  -0.442  -3.742  -2.828  0.00
C  -2.523  -0.015  0.066  0.00
C  -1.458  -3.389  1.641  0.00
C  0.300  0.825  -3.714  0.00
C  -3.760  1.499  -1.354  0.00
C  2.978  -2.067  0.795  0.00
C  -0.242  -2.824  -1.810  0.00
C  -1.386  -2.132  4.109  0.00
C  -1.328  -2.249  -1.158  0.01
C  -2.699  0.638  -1.158  0.00
C  -1.215  -1.391  2.949  0.01
C  1.780  4.532  1.333  0.01
C  2.630  0.014  -4.073  0.00
C  -3.431  0.218  1.093  0.00
C  3.940  -2.928  -0.028  0.00
C  1.719  0.809  -3.132  0.00
C  -1.554  -3.505  4.039  0.00
C  2.264  2.225  -2.931  0.00
C  -4.650  1.741  -0.318  0.00
C  -2.816  -3.507  -2.575  0.00
C  -1.729  -4.081  -3.215  0.00
C  1.978  -2.968  1.526  0.00
C  -0.921  0.094  3.085  0.01
C  3.731  -1.203  1.804  0.00
C  -0.700  4.122  3.206  0.00
C  -4.487  1.096  0.897  0.00
C  -0.721  3.026  0.272  0.50
C  -0.883  6.046  0.811  0.03
H  2.751  0.561  -5.007  0.00
H  -1.984  0.459  -1.949  0.00
H  -3.472  -2.158  -1.055  0.00
H  1.672  2.754  -2.182  0.00
H  -3.316  -0.264  2.052  0.00
H  -1.654  -4.087  4.943  0.00
H  4.445  -0.567  1.286  0.00
H  -3.822  -3.770  -2.871  0.00
H  2.186  -0.955  -4.293  0.00
H  -1.381  -1.612  5.055  0.00
H  -3.894  1.984  -2.308  0.00
H  2.509  -3.709  2.120  0.00
H  4.589  -2.297  -0.627  0.00
H  1.347  -3.483  0.803  0.00
H  4.543  -3.539  0.639  0.00
H  -1.775  3.995  3.278  0.00
H  3.022  -0.561  2.327  0.00
H  0.329  1.049  -4.776  0.00
H  -1.663  2.568  0.543  0.03
H  -1.887  -4.788  -4.017  0.00
H  -0.317  1.567  -3.215  0.00
H  -0.603  3.158  -0.800  0.04
H  -1.505  -3.891  0.686  0.00
H  4.255  -1.824  2.527  0.00
H  -0.596  6.843  1.490  0.00
H  -0.538  6.316  -0.182  0.00
H  -5.468  2.433  -0.458  0.00
H  -1.968  6.005  0.787  0.00
H  1.346  -2.370  2.178  0.00
H  3.284  2.164  -2.558  0.00
H  0.758  -2.537  -1.518  0.00
H  3.602  -0.131  -3.612  0.00
H  2.116  4.960  0.393  0.00
H  -1.724  -5.195  2.739  0.00
H  -0.141  -0.159  -3.572  0.00
H  2.256  2.781  -3.867  0.00
H  -0.427  4.977  3.819  0.00
H  0.407  -4.193  -3.321  0.00
H  2.248  3.555  1.434  0.00
H  -5.175  1.286  1.707  0.00
H  3.381  -3.584  -0.693  0.00
H  2.152  5.169  2.131  0.00
H  -0.249  3.239  3.645  0.00

- energy relative to the best compared isomer or geometry (same formula, charge and spin) (kJ/mol) = 163.5
- spin multiplicity = 6

***

3.
The following is a quantum chemistry calculation of the molecule C6H10N4O2 in a non-equilibrium geometry, from the Open Molecules 2025 dataset.

Last column: Mulliken charge in e.
Geometry (Å):
O  0.741  1.710  0.815  -0.55
O  -0.289  -0.126  1.848  -0.44
N  -2.143  -0.260  -1.340  0.11
N  -1.919  -1.494  -0.781  -0.40
N  1.424  -1.821  0.210  -0.63
N  -1.706  -1.603  0.427  -0.21
C  1.334  -0.422  0.076  0.46
C  0.570  0.332  0.888  0.40
C  -2.579  0.802  -0.471  -0.15
C  2.379  0.271  -0.792  -1.14
C  -2.381  0.652  0.834  -0.86
C  -1.575  -0.506  1.337  0.32
H  1.963  0.584  -1.778  0.24
H  1.144  -2.369  -0.516  0.21
H  -2.479  -0.367  -2.250  0.24
H  2.666  1.231  -0.335  0.27
H  -2.715  1.358  1.491  0.45
H  -1.938  -0.949  2.323  0.21
H  0.772  -2.119  0.927  0.35
H  -3.114  1.534  -1.097  0.40
H  1.473  1.971  1.297  0.31
H  3.225  -0.353  -0.964  0.40

- energy relative to the best compared isomer or geometry (same formula, charge and spin) (kJ/mol) = 363.8
- SMILES = C/C(N)=C(\O)O[C@H]1C=CNN=N1

***

4.
The following is a quantum chemistry calculation of a cluster of 2 separate species, C3H10OS2 in total in a non-equilibrium geometry, from the Open Molecules 2025 dataset.

Last column: Mulliken charge in e.
Geometry (Å):
S  1.645  1.069  -2.753  -0.21
S  0.269  0.187  -3.966  -0.02
O  -0.149  1.781  1.930  -0.50
C  0.577  -1.701  -4.187  -0.71
C  -1.326  0.010  3.009  -0.91
C  -0.062  0.727  2.862  -0.21
H  -2.032  0.650  3.562  0.33
H  0.492  1.255  3.727  0.25
H  0.787  0.221  2.269  0.20
H  0.023  -1.771  -5.097  0.26
H  -1.056  -0.851  3.515  0.32
H  1.671  -1.770  -4.217  0.28
H  -0.944  2.345  2.170  0.28
H  -1.783  -0.354  2.059  0.25
H  0.095  -2.238  -3.362  0.27
H  1.793  0.439  -1.521  0.14

- energy relative to the best compared isomer or geometry (same formula, charge and spin) (kJ/mol) = 182.3
- SMILES = CCO.CSS